(1)
Entry from the Open Molecules 2025 dataset: 3 unconnected molecules or ions with the total composition C11H16F16O5P2 at a distorted geometry (the ωB97M-V functional and the def2-TZVPD basis).

**Gap between HOMO and LUMO**: 9.14 eV
**SMILES**: FC(F)C(F)(F)COC(F)(F)C(F)F.FC(F)C(F)(F)COC(F)(F)C(F)F.O=P(O)(O)C[PH4]
**Total energy**: -83961.1665 eV

Geometry as XYZ:
```
50
C11H16F16O5P2, DFT the ωB97M-V functional and the def2-TZVPD basis
F -3.6411 0.8925 -1.2681
C -3.9934 -0.3277 -0.8176
F -4.8013 -0.1667 0.2566
C -2.7697 -1.1321 -0.3722
F -2.1918 -0.5374 0.6943
F -3.2746 -2.3300 0.0452
C -1.7086 -1.4705 -1.4294
O -0.5534 -0.6569 -1.4778
C -0.4911 0.4787 -2.2412
F -1.5700 0.6268 -3.0324
F 0.5906 0.3551 -3.0520
C -0.2334 1.7253 -1.3871
F -1.2175 1.8844 -0.4804
F -0.2142 2.8040 -2.2009
H -4.5433 -0.8584 -1.5997
H -1.3277 -2.4447 -1.1293
H -2.1549 -1.5982 -2.4158
H 0.7260 1.6339 -0.8728
F 4.9793 0.8616 -4.3800
C 4.0870 1.2179 -3.4338
F 3.9625 2.5652 -3.4512
C 4.5506 0.7929 -2.0394
F 5.6722 1.4595 -1.6990
F 3.5503 1.2061 -1.2011
C 4.7243 -0.7092 -1.7702
O 6.0316 -1.2405 -1.8352
C 6.5668 -1.7233 -3.0005
F 5.6674 -1.7660 -4.0027
F 6.9683 -2.9939 -2.7621
C 7.8261 -0.9490 -3.4056
F 7.5430 0.3559 -3.5824
F 8.2844 -1.4540 -4.5740
H 3.1148 0.7727 -3.6638
H 4.4475 -0.8300 -0.7246
H 4.0181 -1.3021 -2.3523
H 8.5917 -1.0540 -2.6344
O -4.5313 -0.1560 8.1017
P -4.7929 -0.3167 6.6695
O -6.1928 -1.0589 6.4025
O -3.6624 -1.2144 5.9806
C -4.8970 1.2267 5.7571
P -4.6006 1.1872 3.8430
H -6.5433 -0.8551 5.5189
H -3.6885 -1.2152 5.0100
H -4.1609 1.8918 6.2138
H -5.8980 1.6288 5.9299
H -5.5904 2.1898 3.6567
H -3.2600 1.6332 4.0231
H -5.0169 -0.1849 3.7709
H -4.3817 1.1560 2.4150
```

natural (NBO) population analysis, charges in e, atoms 1 to 2: number 1, F, carries -0.32; number 2, C, carries 0.52

=====

(2)
Entry from the Open Molecules 2025 dataset: C25H24N2O5 in the gas phase at a distorted geometry (the ωB97M-V functional and the def2-TZVPD basis).

**Gap between HOMO and LUMO**: 8.33 eV
**SMILES**: COc1cc(C(=O)Nc2cccc(-c3nc4cc(C)cc(C)c4o3)c2)cc(OC)c1OC
**Total energy**: -39532.0835 eV
**ΔE to the lowest compared entry with this formula, charge and spin**: 232.7 kJ/mol

Geometry as XYZ:
```
56
C25H24N2O5, DFT the ωB97M-V functional and the def2-TZVPD basis
C 0.3556 -1.4779 3.2976
O 0.9499 -1.6975 2.0421
C 1.5804 -0.6571 1.4365
C 1.8056 0.5744 2.0264
C 2.4267 1.5840 1.2982
C 2.5910 2.9535 1.8587
O 3.6309 3.5776 1.8133
N 1.4849 3.5029 2.4553
C 0.1826 2.9980 2.5077
C -0.5881 3.1809 3.6541
C -1.8448 2.6042 3.7480
C -2.3343 1.8120 2.7275
C -1.5813 1.6547 1.5636
C -2.0224 0.7635 0.5125
N -3.0840 0.0197 0.5383
C -3.0381 -0.7157 -0.6185
C -3.8935 -1.6852 -1.1283
C -3.5567 -2.2635 -2.3365
C -4.4231 -3.3261 -2.9454
C -2.3938 -1.8707 -3.0152
C -1.5223 -0.9072 -2.5398
C -0.2899 -0.4795 -3.2703
C -1.8759 -0.3441 -1.3211
O -1.2395 0.6042 -0.5887
C -0.3522 2.2925 1.4362
C 2.8776 1.3403 0.0115
C 2.6612 0.1081 -0.5967
O 3.0295 -0.1603 -1.8901
C 3.7697 0.8087 -2.5933
C 1.9993 -0.9052 0.1117
O 1.6629 -2.1350 -0.3698
C 2.4846 -2.7674 -1.3269
H 1.1045 -1.2713 4.0697
H -0.3689 -0.6570 3.2629
H -0.1619 -2.4046 3.5401
H 1.5048 0.7586 3.0444
H 1.6690 4.3556 2.9699
H -0.1923 3.7593 4.4763
H -2.4307 2.7528 4.6424
H -3.2848 1.3105 2.8053
H -4.7814 -1.9702 -0.5878
H -3.8638 -4.2550 -3.0496
H -4.7556 -3.0244 -3.9377
H -5.2967 -3.5151 -2.3278
H -2.1682 -2.3496 -3.9576
H -0.0966 -1.1344 -4.1161
H -0.4068 0.5406 -3.6374
H 0.5673 -0.4945 -2.6009
H 0.1945 2.2015 0.5129
H 3.3665 2.1426 -0.5156
H 3.1849 1.7185 -2.7612
H 4.0046 0.3516 -3.5535
H 4.6986 1.0618 -2.0743
H 2.3382 -2.3574 -2.3285
H 3.5416 -2.6926 -1.0594
H 2.1809 -3.8141 -1.3151
```

natural (NBO) population analysis, charges in e, atoms 1 to 2: number 1, C, carries -0.25; number 2, O, carries -0.49

=====

(3)
Entry from the Open Molecules 2025 dataset: a molecular structure, C35H35ClMnN2P2 at a distorted geometry (the ωB97M-V functional and the def2-TZVPD basis).

**Charge**: +3
**Gap between HOMO and LUMO (alpha / beta)**: 6.93 / 3.67 eV
**Spin multiplicity**: 5
**Total energy**: -102234.1401 eV

Geometry as XYZ:
```
76
C35H35ClMnN2P2, DFT the ωB97M-V functional and the def2-TZVPD basis
Mn 11.6652 10.3889 8.1551
C 12.7522 13.3959 5.4193
C 13.2234 11.9529 5.5513
P 13.4802 11.1153 7.2497
C 14.4923 12.0628 8.3594
C 14.5093 11.7628 9.7283
C 15.2452 12.5218 10.6503
C 15.9527 13.6359 10.2078
C 15.9978 13.9177 8.8537
C 15.2658 13.1734 7.9222
C 14.5653 9.7639 6.8687
C 15.6819 9.9478 6.0529
C 16.6192 8.9366 5.8247
C 16.5328 7.7120 6.4681
C 15.4650 7.5035 7.2975
C 14.5454 8.5114 7.5722
C 11.4582 13.7391 6.1523
P 11.5796 13.7563 7.9943
C 12.2791 15.4652 8.2943
C 12.8677 16.3294 7.3316
C 13.4471 17.5456 7.7016
C 13.1620 18.0956 8.9461
C 12.4637 17.3098 9.8769
C 12.0823 15.9986 9.5485
C 9.8458 14.0226 8.4045
C 9.1612 15.1788 8.0161
C 7.8678 15.4296 8.4711
C 7.2231 14.5617 9.3491
C 7.9109 13.3680 9.7301
C 9.2137 13.1786 9.3096
H 12.6866 13.6214 4.3111
H 13.5406 14.0608 5.8276
H 14.1130 11.8035 4.9097
H 12.4505 11.2389 5.1245
H 13.8385 11.0375 10.1546
H 15.1964 12.2343 11.7079
H 16.5688 14.1199 10.9292
H 16.5858 14.7547 8.5088
H 15.3665 13.3292 6.8311
H 15.8055 10.8529 5.4851
H 17.3721 9.1042 5.0494
H 17.3190 6.9388 6.3570
H 15.3944 6.5724 7.7951
H 13.7018 7.3280 9.0655
H 10.6680 12.9864 5.9450
H 11.0418 14.6567 5.7852
H 12.8828 16.0707 6.2609
H 14.0863 18.0821 6.9732
H 13.3436 19.1288 9.1882
H 12.2596 17.6579 10.8716
H 11.6094 15.4193 10.3544
H 9.7346 15.8541 7.3661
H 7.3962 16.3040 8.1064
H 6.2589 14.8276 9.7872
H 7.3985 12.5827 10.2419
H 9.8214 12.3474 9.6354
Cl 7.6651 9.4314 4.4072
C 8.1439 9.7829 6.0735
C 7.1080 9.9256 7.0103
C 7.4245 10.0464 8.3807
C 8.8027 10.0955 8.7253
N 9.8006 10.0518 7.8190
C 9.4976 9.8599 6.4984
H 6.0748 9.8670 6.6809
H 6.7380 10.1972 9.1941
H 9.0394 10.2283 9.7932
H 10.2797 9.7524 5.7775
C 11.5435 7.3142 10.6402
C 12.0707 8.7585 10.4216
C 12.5157 9.0034 9.0084
N 13.6156 8.2573 8.6233
H 10.9520 7.2187 11.5691
H 12.4014 6.6140 10.7012
H 10.8677 7.0026 9.8078
H 12.8784 8.8884 11.1191
H 11.2959 9.5476 10.5251
```

Löwdin population analysis, charges in e, atoms 1 to 2: number 1, Mn, carries 0.64; number 2, C, carries -0.29

=====

(4)
Entry from the Open Molecules 2025 dataset: a gas-phase ion, Cl3O3SSi (charge -1) at a distorted geometry (the ωB97M-V functional and the def2-TZVPD basis).

**Charge**: -1
**Gap between HOMO and LUMO**: 9.19 eV
**Total energy**: -62430.3147 eV
**ΔE to the lowest compared entry with this formula, charge and spin**: 39.6 kJ/mol

Geometry as XYZ:
```
8
Cl3O3SSi, DFT the ωB97M-V functional and the def2-TZVPD basis
O -2.1601 0.4462 0.6439
O -0.2349 1.8085 0.4706
O 0.3619 -0.1944 -0.8277
Si 1.4622 -0.9907 -0.0196
S -1.1811 1.0700 -0.2677
Cl 3.0105 0.0440 0.7191
Cl 2.3859 -2.2424 -1.4225
Cl 0.8487 -2.3156 1.3610
```

natural (NBO) population analysis, charges in e, atoms 1 to 2: number 1, O, carries -0.95; number 2, O, carries -0.96

=====

(5)
Entry from the Open Molecules 2025 dataset: 5 unconnected molecules or ions with the total composition H10O5 at a distorted geometry (the ωB97M-V functional and the def2-TZVPD basis).

**Gap between HOMO and LUMO**: 11.65 eV
**SMILES**: O.O.O.O.O
**Total energy**: -10400.1714 eV
**ΔE to the lowest compared entry with this formula, charge and spin**: 65.4 kJ/mol

Geometry as XYZ:
```
15
H10O5, DFT the ωB97M-V functional and the def2-TZVPD basis
O 1.5953 0.3143 0.5386
H 1.3122 1.3031 0.6573
H 2.4924 0.3687 0.6816
O 0.3594 2.5527 0.4758
H -0.2686 1.9620 0.0348
H 0.0432 2.7586 1.3781
O -1.2083 0.4849 -0.9173
H -2.1376 0.5650 -1.2092
H -0.7657 -0.2216 -1.3897
O 0.3119 -1.8580 -1.5087
H -0.0448 -1.9645 -0.6176
H 1.2413 -1.5508 -1.3258
O -1.0987 -1.6056 1.3005
H -0.2710 -1.5368 1.7702
H -1.2781 -0.7889 0.9088
```

natural (NBO) population analysis, charges in e, atoms 1 to 2: number 1, O, carries -1.01; number 2, H, carries 0.49